This record from the OMol25 dataset describes 10 unconnected molecules or ions with the total composition C14H48O10 in a non-equilibrium geometry. The level of theory is ωB97M-V with the def2-TZVPD basis set.

The geometry in ORCA input format:
```
! RIJCOSX wB97M-V def2-TZVPD def2/J DEFGRID3
* xyz 1 2
C -2.72194 -0.11669 4.13690
O -2.14265 -0.07645 5.47311
H -2.42196 -1.02359 3.61188
H -3.78859 0.07870 4.24735
H -2.38083 0.73551 3.54910
H -1.32805 -0.56951 5.35097
C -1.51046 0.59283 -0.20281
O -1.44617 0.14728 1.13256
H -0.59719 1.12484 -0.46925
H -1.28805 -0.20216 -0.91459
H -2.37094 1.20073 -0.48234
H -1.07514 -0.73780 1.10839
C 1.26810 -3.97158 0.66906
C 0.15055 -3.13389 0.21412
O -0.40208 -2.48521 1.34664
H 0.90634 -4.63650 1.45336
H 2.12476 -3.47158 1.12100
H 1.73519 -4.53644 -0.13770
H -0.64034 -3.67644 -0.30379
H 0.59306 -2.49294 -0.54842
H -0.94619 -3.13644 1.79548
C 3.35754 -0.75793 -0.76830
C 2.18065 -0.23629 0.09331
O 2.04642 1.15951 0.25855
H 3.10860 -0.62968 -1.82172
H 3.25656 -1.82025 -0.54609
H 4.36114 -0.41985 -0.51025
H 2.24907 -0.72261 1.06640
H 1.23962 -0.56703 -0.34621
H 1.36212 1.18943 0.93118
C 1.92089 1.09016 -4.04297
C 0.45897 1.60639 -3.99516
O 0.39561 2.96458 -3.89999
H 2.34050 1.44492 -4.98434
H 1.84551 0.01081 -4.17494
H 2.59094 1.38723 -3.23620
H -0.16714 1.15737 -3.22415
H -0.05806 1.40701 -4.93378
H 1.01471 3.19520 -3.20348
C -0.30012 3.36862 2.47029
C 0.11127 2.28302 3.54294
O 0.57088 1.17801 2.84397
H -0.90280 2.89750 1.69381
H 0.62139 3.69211 1.98628
H -0.81970 4.20302 2.94136
H -0.69753 1.95850 4.19763
H 0.81745 2.70961 4.25527
H -0.10719 0.60542 2.47797
C -3.69451 -3.30162 -0.14053
C -3.77620 -4.36246 0.96313
O -2.62832 -4.31687 1.68450
H -4.66980 -3.14492 -0.60136
H -3.03371 -3.66483 -0.92763
H -3.16369 -2.37852 0.09233
H -4.00655 -5.33829 0.53558
H -4.66108 -4.14523 1.56137
H -2.61352 -4.74034 2.54593
C 4.20911 3.79576 -0.70287
C 2.77718 4.29632 -0.61392
O 1.84415 3.40283 -1.21666
H 4.42667 3.56958 -1.74672
H 4.31387 2.89786 -0.09385
H 4.96383 4.55883 -0.51251
H 2.68269 5.21946 -1.18574
H 2.54043 4.56978 0.41432
H 1.96985 2.57666 -0.74418
O -1.33035 -1.66074 -3.02758
H -0.40643 -1.89996 -3.10091
H -1.80286 -2.47974 -3.17657
O -2.62273 1.07921 -3.99977
H -3.48601 1.24841 -3.62249
H -2.34698 0.25130 -3.60637
*
```

## Properties
F_max (eV/A): 3.06
HOMO energy (spin up / spin down) (eV): -11.94 / -11.94
ΔE to the lowest compared entry with this formula, charge and spin (kcal/mol): 0.0
LUMO level (spin up / spin down) (eV): -2.69 / -9.03
Orbital gap (spin up / spin down) (Ha): 0.34014 / 0.10696

This record from the OMol25 dataset describes a molecular structure, C31H37AsFeO3S4. The level of theory is ωB97M-V with the def2-TZVPD basis set.

The geometry in ORCA input format:
```
! RIJCOSX wB97M-V def2-TZVPD def2/J DEFGRID3
* xyz 3 6
Fe -0.23849 -0.44573 -0.02940
O -0.75801 -1.78690 -1.22974
S -1.03856 -2.62452 -2.50463
C 0.62074 -2.74921 -3.20192
C 1.31099 -1.39540 -3.35935
C 2.81692 -1.46385 -3.05241
C 3.35357 -0.17831 -2.44069
S 3.07207 0.07891 -0.66857
O 1.53638 -0.01991 -0.46714
C 3.73542 -1.40201 0.03160
C 5.09533 -1.37968 0.31772
C 5.68697 -2.52852 0.82161
C 4.91712 -3.66049 1.05503
C 3.55250 -3.65746 0.78675
C 2.95013 -2.52395 0.26421
C -1.85950 -1.55863 -3.64802
C -2.52584 -2.21094 -4.67827
C -3.15747 -1.44707 -5.64833
C -3.14015 -0.06188 -5.55874
C -2.49483 0.57147 -4.50193
C -1.84260 -0.17540 -3.53501
H 0.51063 -3.31075 -4.13174
H 1.13255 -3.39788 -2.48642
H 0.85604 -0.68174 -2.67175
H 1.13470 -1.00200 -4.35985
H 3.38706 -1.65459 -3.96246
H 3.03984 -2.29953 -2.38602
H 2.96534 0.72430 -2.91823
H 4.44568 -0.12741 -2.49350
H 5.68502 -0.48402 0.15893
H 6.74510 -2.53353 1.04358
H 5.38194 -4.55094 1.45627
H 2.96044 -4.54162 0.98093
H 1.88834 -2.51486 0.04927
H -2.56028 -3.29351 -4.72554
H -3.67312 -1.93501 -6.46389
H -3.64045 0.52867 -6.31458
H -2.50150 1.65139 -4.43570
H -1.34591 0.30702 -2.70187
O -1.21542 1.11430 -0.21154
S -2.48691 1.97192 0.11853
C -2.15865 3.55494 -0.55631
C -2.63591 4.64114 0.16586
C -2.45796 5.91406 -0.35917
C -1.79533 6.07586 -1.56683
C -1.30597 4.97451 -2.26807
C -1.49295 3.69875 -1.77099
C -3.70769 1.28134 -0.97013
C -4.43044 2.05348 -1.86857
C -5.40989 1.43471 -2.63469
C -5.65133 0.07606 -2.49783
C -4.92893 -0.68205 -1.58073
C -3.96156 -0.07873 -0.79845
H -3.14398 4.49992 1.11186
H -2.82896 6.77472 0.17960
H -1.65347 7.06967 -1.96977
H -0.78517 5.11890 -3.20478
H -1.12837 2.83048 -2.30674
H -4.24463 3.11337 -1.97243
H -5.98865 2.02278 -3.33410
H -6.42165 -0.39543 -3.09359
H -5.13991 -1.73621 -1.46037
H -3.41654 -0.66046 -0.06168
C 0.71043 1.28865 3.31758
As -0.38678 -0.23967 3.66728
C -2.14372 0.30331 4.19211
C 0.39557 -1.33334 5.02476
S -0.56272 -1.55529 1.93399
H 0.79151 1.87933 4.22974
H 0.25502 1.88852 2.53120
H 1.69828 0.95057 3.01015
H -2.07970 0.85351 5.13062
H -2.75561 -0.58696 4.32492
H -2.57112 0.93635 3.41682
H 0.45697 -0.75771 5.94812
H 1.38984 -1.63848 4.70533
H -0.23363 -2.20893 5.17384
*
```

## Properties
F_max (eV/A): 0.31
HOMO energy (spin up / spin down) (eV): -16.72 / -16.71
ΔE to the lowest compared entry with this formula, charge and spin (kcal/mol): 0.0
LUMO level (spin up / spin down) (eV): -7.42 / -9.80
Orbital gap (spin up / spin down) (Ha): 0.34172 / 0.25383